[1]
Molecular formula: C15H16Cl2NO4RhSb
Method: DFT, ωB97M-V/def2-TZVPD

HOMO-LUMO gap (alpha / beta)	0.3078 / 0.2215	hartree
multiplicity	5
total charge	+1
HOMO level (alpha / beta)	-0.45021 / -0.46010	Eh
lowest unoccupied orbital energy (alpha / beta)	-3.88 / -6.49	eV

Structure (XYZ):
```
40
Properties=species:S:1:pos:R:3:mulliken_charge:R:1
Rh 0.744 0.624 0.868 0.36
O -0.590 -1.089 4.257 -0.53
C -0.350 -0.807 3.124 0.52
O 0.230 0.331 2.731 -0.57
C -0.709 -1.701 1.935 0.58
C -1.312 -2.948 2.127 -0.71
C -1.583 -3.709 1.019 -0.50
C -1.251 -3.232 -0.266 1.00
C -1.479 -3.976 -1.449 -0.83
C -1.115 -3.468 -2.662 -0.62
C -0.507 -2.195 -2.752 -0.78
C -0.279 -1.445 -1.633 -0.54
C -0.649 -1.953 -0.370 0.48
N -0.410 -1.224 0.745 -0.16
H -1.535 -3.269 3.134 0.53
H -2.046 -4.683 1.115 0.46
H -1.939 -4.952 -1.371 0.41
H -1.284 -4.038 -3.564 0.42
H -0.215 -1.815 -3.721 0.43
H 0.201 -0.472 -1.714 0.47
C 0.565 4.064 -1.351 -1.20
Sb -0.519 2.893 0.035 1.08
C -2.387 2.570 -0.910 -1.23
C -0.958 4.235 1.608 -1.15
H -0.022 4.942 -1.614 0.40
H 0.768 3.481 -2.246 0.38
H 1.507 4.374 -0.907 0.36
H -2.809 3.524 -1.222 0.41
H -3.070 2.085 -0.217 0.37
H -2.251 1.936 -1.783 0.39
H -1.466 5.105 1.196 0.37
H -0.035 4.546 2.092 0.36
H -1.600 3.748 2.339 0.36
Cl 4.715 -0.831 -1.574 -0.13
C 4.650 -0.377 0.136 0.10
Cl 5.618 1.048 0.493 -0.13
C 3.187 -0.122 0.477 0.71
O 2.542 -0.921 1.166 -0.56
O 2.617 0.932 0.008 -0.66
H 5.025 -1.211 0.721 0.34
```

---

[2]
Molecular formula: C15H16FLiN3O
Method: DFT, ωB97M-V/def2-TZVPD

HOMO-LUMO gap	0.2331	hartree
total charge	+1
HOMO level	-0.42026	Eh
lowest unoccupied orbital energy	-5.09	eV

Structure (XYZ):
```
37
Properties=species:S:1:pos:R:3:mulliken_charge:R:1
C 4.051 -4.325 2.724 -0.22
C 3.304 -3.795 1.629 -0.20
C 2.447 -2.660 0.753 -0.16
C 3.278 -1.580 -0.137 -0.10
N 2.706 -0.459 -0.959 -0.31
C 1.209 -0.502 -0.841 0.25
C 0.365 0.677 -1.668 -0.32
N 1.138 1.726 -2.436 -0.34
C 1.893 2.677 -1.529 -0.46
C 1.053 3.204 -0.224 -0.45
C 1.318 2.325 1.155 -0.53
C -1.282 0.775 -1.687 -0.40
C -2.178 -0.328 -0.823 0.54
C -3.807 -0.140 -0.850 -0.51
O -4.579 -1.322 -0.434 -0.32
C -5.311 -0.969 0.813 -0.58
C -1.337 -1.472 -0.004 0.18
F -2.101 -2.487 0.782 -0.30
C 0.326 -1.580 -0.004 0.30
N 0.947 -2.676 0.816 -0.46
H 4.698 -4.758 3.628 0.37
H 4.467 -1.688 -0.139 0.35
H 1.794 1.251 -3.126 0.35
H 2.127 3.646 -2.186 0.31
H 2.927 2.183 -1.291 0.26
H 1.436 4.305 0.025 0.37
H -0.108 3.216 -0.452 0.22
H 1.454 2.982 2.118 0.30
H 0.315 1.701 1.324 0.12
H 2.168 1.511 1.030 0.08
H -1.768 1.634 -2.320 0.34
H -4.050 0.806 -0.164 0.31
H -4.155 0.176 -1.941 0.32
H -6.076 -1.834 1.035 0.25
H -5.920 0.034 0.670 0.30
H -4.571 -0.866 1.722 0.24
Li 1.824 -1.387 2.991 0.93
```

---

[3]
Molecular formula: C15H16I2N3O4S
Method: DFT, ωB97M-V/def2-TZVPD

HOMO-LUMO gap	0.1270	hartree
total charge	-1
HOMO level	-0.11267	Eh
lowest unoccupied orbital energy	0.39	eV

Structure (XYZ):
```
41
Properties=species:S:1:pos:R:3:mulliken_charge:R:1
C 2.976 -6.201 -2.454 -0.65
C 2.731 -4.972 -3.512 -0.36
I 3.589 -5.672 -5.447 -0.11
C 1.160 -4.620 -3.819 -0.41
I 0.611 -2.785 -2.728 -0.03
N 0.192 -5.765 -3.618 -0.49
S -0.638 -5.555 -2.059 -0.29
H 3.924 -5.890 -1.799 0.24
H 3.319 -7.191 -3.022 0.27
H 2.107 -6.380 -1.689 0.12
H 3.269 -3.971 -3.174 0.40
H 1.101 -4.333 -4.976 0.38
H -0.348 -6.790 -1.397 0.02
C 0.466 1.256 -0.630 -0.52
C 0.422 0.990 -2.000 0.06
C 0.355 2.042 -2.915 -0.61
C 0.338 3.363 -2.447 0.19
C 0.376 3.633 -1.072 -0.46
C 0.439 2.573 -0.166 -0.15
N 0.294 4.474 -3.405 0.97
O 0.243 4.194 -4.612 -0.59
O 0.315 5.628 -2.953 -0.60
H 0.524 0.433 0.080 0.41
H 0.442 -0.038 -2.354 -0.03
H 0.321 1.818 -3.979 0.44
H 0.358 4.653 -0.694 0.42
H 0.471 2.772 0.903 0.36
C -2.780 1.370 6.222 -0.36
C -1.832 2.378 6.402 -0.44
C -1.324 3.066 5.298 -0.26
C -1.778 2.738 4.013 0.06
C -2.724 1.720 3.829 -0.27
C -3.222 1.037 4.941 -0.47
N -1.267 3.474 2.851 0.97
O -0.417 4.355 3.053 -0.58
O -1.717 3.177 1.735 -0.56
H -3.177 0.840 7.086 0.36
H -1.491 2.631 7.404 0.35
H -0.586 3.850 5.455 0.42
H -3.081 1.451 2.838 0.43
H -3.959 0.248 4.809 0.36
```

---

[4]
Molecular formula: C15H16I2NOPtS3
Method: DFT, ωB97M-V/def2-TZVPD

HOMO-LUMO gap (alpha / beta)	0.2639 / 0.1741	hartree
multiplicity	5
total charge	+3
HOMO level (alpha / beta)	-0.61163 / -0.67231	Eh
lowest unoccupied orbital energy (alpha / beta)	-9.46 / -13.56	eV

Structure (XYZ):
```
39
Properties=species:S:1:pos:R:3:mulliken_charge:R:1
Pt -12.063 -9.031 -0.547 0.80
I -16.623 -6.338 -1.665 0.64
C -15.404 -7.390 -3.025 -0.81
C -15.710 -7.493 -4.372 -0.10
C -14.883 -8.189 -5.249 -0.42
I -15.470 -8.310 -7.273 0.46
C -13.677 -8.802 -4.782 0.90
C -12.761 -9.496 -5.595 -0.52
C -11.617 -10.027 -5.044 -1.06
C -11.390 -9.870 -3.675 0.03
N -12.244 -9.241 -2.891 -0.42
C -13.361 -8.706 -3.405 0.47
C -14.233 -8.003 -2.467 1.28
O -13.963 -7.942 -1.249 -0.75
H -16.612 -7.024 -4.747 0.45
H -12.961 -9.600 -6.655 0.28
H -10.897 -10.556 -5.651 0.44
H -10.490 -10.256 -3.217 0.43
C -11.689 -10.230 2.559 -0.60
C -12.185 -11.366 1.690 -0.76
S -11.616 -11.422 -0.048 -0.08
C -9.777 -11.440 -0.022 -0.81
C -9.004 -10.163 0.281 -0.59
S -9.597 -8.638 -0.572 -0.13
C -9.715 -7.384 0.762 -0.76
C -10.409 -7.744 2.066 -0.68
S -12.068 -8.534 1.929 0.01
H -10.621 -10.304 2.757 0.32
H -12.206 -10.310 3.520 0.48
H -13.276 -11.336 1.594 0.40
H -11.915 -12.321 2.152 0.49
H -9.534 -11.806 -1.023 0.41
H -9.483 -12.223 0.683 0.52
H -7.982 -10.298 -0.088 0.55
H -8.944 -9.956 1.347 0.30
H -10.220 -6.545 0.268 0.42
H -8.692 -7.068 0.988 0.48
H -10.582 -6.811 2.610 0.44
H -9.790 -8.372 2.706 0.47
```

---

[5]
Molecular formula: C15H16N2O2S
Method: DFT, ωB97M-V/def2-TZVPD

SMILES string	C[C@@H](NS(C)(=O)=O)n1c2ccccc2c2ccccc21
HOMO-LUMO gap	0.2965	hartree
HOMO level	-0.28692	Eh
lowest unoccupied orbital energy	0.26	eV

Structure (XYZ):
```
36
Properties=species:S:1:pos:R:3:mulliken_charge:R:1
C -1.364 -2.270 1.084 -1.82
C -0.408 -1.661 0.102 0.12
N -0.920 -2.185 -1.303 -0.51
S -0.147 -1.372 -2.556 1.24
C -0.849 -2.050 -4.091 -0.95
O 1.250 -1.708 -2.457 -0.64
O -0.523 0.021 -2.449 -0.60
N 0.000 -0.291 0.412 0.61
C 1.320 0.252 0.497 0.82
C 2.522 -0.445 0.564 -0.68
C 3.670 0.237 0.986 -0.89
C 3.637 1.623 1.310 -0.41
C 2.433 2.345 1.242 -0.59
C 1.264 1.623 0.876 0.27
C -0.120 1.921 1.004 0.73
C -0.715 3.148 1.332 -0.82
C -2.127 3.116 1.424 -0.54
C -2.861 1.934 1.195 -0.81
C -2.241 0.733 0.879 -0.38
C -0.863 0.717 0.788 0.22
H -0.951 -3.284 1.208 0.43
H -1.421 -1.739 2.042 0.36
H -2.379 -2.297 0.642 0.43
H 0.617 -2.245 0.141 0.29
H -0.396 -3.215 -1.324 0.42
H -0.289 -1.610 -4.937 0.34
H -0.741 -3.162 -4.062 0.31
H -1.941 -1.774 -4.087 0.31
H 2.569 -1.486 0.305 0.34
H 4.619 -0.284 1.088 0.38
H 4.579 2.151 1.616 0.31
H 2.361 3.441 1.462 0.28
H -0.177 4.101 1.477 0.34
H -2.712 4.010 1.649 0.35
H -3.952 1.899 1.260 0.37
H -2.743 -0.193 0.686 0.37
```

---

[6]
Molecular formula: C15H16N2OS
Method: DFT, ωB97M-V/def2-TZVPD

HOMO-LUMO gap	0.3012	hartree
HOMO level	-0.30686	Eh
lowest unoccupied orbital energy	-0.15	eV

Structure (XYZ):
```
35
Properties=species:S:1:pos:R:3:mulliken_charge:R:1
C -6.208 -1.809 0.083 -1.34
C -4.838 -1.021 0.001 1.03
C -3.590 -1.543 -0.022 -1.05
C -2.527 -0.930 -0.032 0.02
C -2.593 0.322 -0.168 0.84
C -3.928 1.034 0.035 -0.67
C -5.123 0.252 0.160 -0.55
H -6.012 0.902 -0.129 0.24
H -3.978 2.226 -0.119 0.20
C -1.402 1.287 -0.033 0.19
C -0.196 1.216 -0.015 -0.18
S 0.536 -0.447 -0.142 -0.26
C 2.246 0.125 -0.165 0.23
N 2.199 1.678 -0.011 -0.52
C 0.905 2.088 -0.165 -0.06
O 0.559 3.245 0.094 -0.65
N 3.366 -0.571 -0.010 0.29
C 3.345 -1.909 0.041 -0.93
C 4.965 -2.059 -0.326 -1.14
H 5.047 -2.169 -1.212 0.63
H 5.109 -3.111 0.107 0.36
C 5.443 -0.861 0.512 -0.39
H 5.584 -0.939 1.498 0.42
C 4.585 0.248 0.129 -0.77
H 4.889 0.745 -1.286 0.22
H 4.744 1.063 0.639 0.41
H 6.587 -1.010 -0.012 0.24
H 3.073 -2.064 0.900 0.61
H 2.655 -2.313 -0.702 0.47
H -1.592 2.364 0.050 0.37
H -1.622 -1.300 -0.053 0.76
H -3.726 -2.739 -0.112 0.04
H -6.954 -1.342 0.708 0.35
H -6.093 -2.971 0.256 0.30
H -6.733 -1.865 -0.995 0.26
```

---

Number 1: E -2207.78374 hartree. Number 2: E -927.19560 hartree. Number 3: E -2039.74063 hartree. Number 4: E -2619.35933 hartree. Number 5: E -1239.32142 hartree. Number 6: E -1163.65559 hartree.